[1]
# C38H49N5O8

A cluster of 7 separate species, C38H49N5O8 in total at a distorted geometry (ωB97M-V/def2-TZVPD, the Open Molecules 2025 dataset).

As for the highest occupied orbital energy (spin up / spin down): -1.3 / -5.2 eV. As for the spin multiplicity: 2. Its charge is -1. The value obtained for the gap between HOMO and LUMO (spin up / spin down) is 1.975 / 5.863 eV.

Each line ends with the Mulliken spin population.
Positions of all 100 atoms, in Å:
C 0.5441 1.8968 0.5548  -0.0013
H 2.4524 -0.5260 1.3777  0.0000
C -6.1210 -1.1699 -2.6077  0.0008
H -1.1617 0.8503 1.5710  0.0121
O 3.2250 -3.1092 -6.7578  0.0000
C 2.1800 -1.1279 -7.0874  0.0002
H -2.6351 -0.8854 5.8915  0.0000
O -7.3578 -1.7184 -4.5047  0.1866
H 8.3701 -1.7609 -2.0054  0.0000
C -0.4055 0.8634 0.8000  -0.0056
N -5.2894 0.9877 4.9107  -0.0001
C 2.3207 0.0563 4.6905  0.0001
O -7.8693 -2.6873 -2.6581  0.1798
H 1.6363 0.7161 -2.4426  -0.0001
H -6.2457 -2.4386 -0.8874  0.0321
H 1.3792 -2.1943 -5.4035  0.0000
C -0.6468 -0.1489 -0.1363  0.0136
H -5.6093 0.3084 -4.2036  0.0341
H -0.4235 -0.5897 -4.9626  0.0008
H -5.3083 -1.0012 5.2593  0.0005
H 8.7064 -0.7718 -3.4995  0.0000
H -1.3266 -0.9546 0.0987  -0.0034
C 1.0828 0.9417 -7.6582  0.0004
C -3.3625 -0.0818 6.0071  -0.0001
H 2.1598 2.5563 -0.8627  -0.0002
H 0.9734 -0.9230 6.0290  0.0000
N -7.1767 -1.9151 -3.3143  0.1855
C -4.1467 -0.4754 3.5281  -0.0099
C 1.0391 -1.4510 2.7646  -0.0001
H -0.5788 1.4877 -6.4317  0.0000
O -3.7374 -0.1054 7.3999  0.0000
H 0.7970 2.5132 1.4048  0.0006
H -3.0382 0.2767 -0.8857  0.0591
C 0.1618 -0.1001 -1.2585  -0.0182
O 4.3259 1.8430 4.0167  0.0000
H -5.3908 -1.3025 7.5461  0.0000
C 1.1050 0.8438 -1.5111  -0.0019
H 1.0168 1.7702 -8.3478  0.0000
O 3.7600 -2.0764 -8.4918  0.0000
H 3.7087 -1.4387 -1.8803  0.0000
C 0.2278 4.7736 4.1292  0.0000
C 0.2823 -0.4005 -5.7578  0.0001
C -5.4301 -0.1223 -3.2296  0.1611
H -2.3434 1.9564 3.4054  -0.0008
H 0.9964 5.5090 4.3162  0.0000
C -1.5922 2.7232 3.5242  0.0008
H 5.7896 -0.3938 -1.8987  0.0000
C 8.1990 -1.6380 -3.0748  0.0000
C -4.3362 -1.3365 7.8196  0.0000
C -1.7024 4.0122 2.9590  0.0004
C 3.6082 -1.4883 -2.9645  0.0002
C -4.2077 0.3034 -2.7155  -0.0738
H 5.7298 -1.4822 -5.3391  0.0000
H -2.8017 0.7909 5.6724  0.0000
H -2.5400 4.1546 2.2922  0.0008
H -4.1603 -1.3712 8.8948  0.0000
H 6.2246 -2.5572 -3.0271  0.0000
H -3.6322 0.3718 3.0747  0.0059
H 8.6805 -2.4859 -3.5620  0.0000
H 2.5902 0.2887 -8.7763  0.0000
C 1.3477 1.8829 -0.6318  -0.0013
O 4.4660 -0.5099 -3.5145  0.0000
H -3.3177 -1.1831 3.5329  -0.0001
C 5.7924 -0.4657 -2.9863  0.0000
C -0.5420 2.4822 4.3375  0.0002
C -3.9143 -0.1279 -1.3706  0.1995
H 7.1612 -0.8970 -5.1621  0.0000
C 0.6628 -1.5829 4.0319  -0.0002
C -4.6512 -1.1430 -0.7445  -0.0992
C -5.7426 -1.5985 -1.3430  0.1391
C 1.2858 -0.8072 5.0017  -0.0001
H -5.7251 0.7678 4.0265  -0.0001
C -0.8561 4.9878 3.2713  0.0002
N 6.6312 -1.7322 -4.9582  0.0000
C 2.1097 -0.6078 2.3987  0.0003
H 0.5532 -2.0585 2.0154  0.0001
H 6.2162 0.4803 -3.3232  0.0000
H 2.7341 0.6832 5.4667  0.0000
C 2.0132 -0.0311 -7.9212  -0.0001
C 6.6892 -1.6662 -3.4493  0.0000
H 3.8144 -2.5302 -3.2095  0.0000
H -4.5342 -1.3987 0.2982  -0.0005
H -0.0664 -0.8327 -2.0185  0.0063
H -3.5211 0.9428 -3.2504  -0.0083
C 0.3845 3.4967 4.6464  0.0000
H 2.6130 -1.0908 -3.1638  -0.0001
H -3.9627 -2.2674 7.3931  0.0000
H -0.8944 5.9564 2.7953  0.0000
N 3.1658 -2.1660 -7.4509  0.0000
H -6.0172 0.8455 5.5964  0.0000
N 3.7954 1.2145 3.0839  0.0000
O 4.0833 1.4079 1.8896  0.0000
C -4.5733 -0.2515 4.9663  0.0013
C 2.7419 0.1665 3.3862  0.0000
H -0.0918 -2.3273 4.2392  0.0001
H -0.3848 1.5031 4.7653  -0.0001
H 1.2324 3.2490 5.2677  0.0000
C 1.2783 -1.3312 -6.0448  -0.0003
C 0.2617 0.8167 -6.5298  -0.0005
H -4.9332 -0.8420 2.8685  0.0037

[2]
# C38H50BrN4O4PPt

A structure of composition C38H50BrN4O4PPt (ωB97M-V/def2-TZVPD, the Open Molecules 2025 dataset).

As for the highest occupied orbital energy (spin up / spin down): -16.7 / -16.7 eV. As for the spin multiplicity: 5. The energy relative to the best compared isomer or geometry (same formula, charge and spin) comes out at 0.0 kcal per mole. Its charge is +4. The value obtained for the gap between HOMO and LUMO (spin up / spin down) is 7.854 / 5.086 eV.

Each line ends with the Mulliken spin population.
Positions of all 99 atoms, in Å:
H 6.5692 9.0416 -1.4466  0.0008
C 2.3320 4.2096 -3.1598  0.0006
C 4.0896 7.0579 0.8595  0.1260
H 4.2611 2.3509 -1.8254  -0.0001
C -0.1526 5.5948 7.0432  -0.0002
H 4.2874 8.3458 -1.7258  0.0001
C 1.3089 6.2511 5.1503  -0.0051
H -15.2192 -13.3220 -2.7718  0.0030
H 5.7648 2.4370 -2.7257  0.0002
H 4.0707 1.3619 -4.1022  0.0000
C 4.7485 2.8222 -2.6829  0.0035
H 5.3206 7.1193 -2.4055  0.0005
C 7.4048 3.5385 -0.6755  0.0010
H 8.2421 2.2682 1.6394  0.0003
H 5.2087 2.5731 1.6538  0.0085
H 3.4525 6.0659 -2.9888  0.0005
C -13.7367 -14.3852 -1.6199  0.0091
H -7.8869 -13.1097 -1.2103  -0.0091
C -7.7185 -12.0423 -1.1535  0.2079
C -12.1961 -12.1110 -2.0827  0.0632
H 2.0487 2.8328 -4.8152  0.0001
H 8.4230 3.8200 -0.3918  0.0011
H 1.5030 4.7524 -3.6128  0.0003
H -10.3851 -9.2226 -0.8687  -0.0041
C 7.1567 2.1044 -0.2171  0.0003
H 5.6691 5.0120 1.9852  0.0077
O -7.1098 -8.0086 -0.9097  0.1381
H -13.8575 -11.2957 -3.1925  0.0039
H 2.5117 6.7579 3.4495  -0.0097
C 7.2392 1.9929 1.2997  0.0016
C 3.6110 5.0306 -3.2852  0.0013
C 3.9778 2.4359 -3.9425  -0.0002
C 1.9545 5.9916 3.9697  0.0351
C 6.2101 2.9140 1.9430  0.0040
H 1.2153 2.8175 3.4898  -0.0012
H 4.4379 2.9104 -4.8119  -0.0001
C 5.0163 7.5751 -1.4615  0.0070
H 5.7248 4.7581 -2.9086  -0.0002
C -6.1298 -10.1990 -0.9550  -0.0251
O 3.7561 3.9472 0.0201  0.3363
C 6.4215 4.3676 1.5209  0.0078
C 5.8251 8.8280 0.5692  0.0159
H 3.9090 5.0789 -4.3338  0.0000
H 7.8888 1.4511 -0.6926  0.0000
H -14.3903 -15.2337 -1.4746  0.0048
H 6.1710 1.7606 -0.5435  0.0004
H 7.0722 0.9631 1.6151  -0.0003
C 0.5822 3.9662 5.1924  -0.0127
C -13.4474 -12.1130 -2.6152  0.0771
H 7.0442 7.5584 -0.6667  -0.0002
C 5.3111 7.7184 1.4873  0.0032
H 6.6813 9.3145 1.0354  0.0025
N -0.3194 4.6227 7.9626  0.0002
H -12.0804 -15.2033 -0.5183  -0.0028
H 1.3156 7.2423 5.5826  -0.0006
C 4.2646 6.5448 -0.5789  0.0047
H 3.2565 6.4320 -0.9966  -0.0266
C 0.6156 5.2243 5.7858  0.0332
N -10.4175 -12.9881 -0.9612  0.0361
H 5.0425 8.1210 2.4652  0.0000
N 1.9143 4.7691 3.3861  0.0286
C -11.6759 -13.2205 -1.3373  0.2118
C -14.2150 -13.2787 -2.3688  0.2500
N -11.1502 -11.1871 -2.0924  -0.0138
C -5.8139 -7.3588 -0.7720  -0.0035
H -0.7957 4.8731 8.8165  0.0000
H 3.7566 6.2180 1.5551  -0.0607
C 6.2073 8.2527 -0.7873  -0.0017
H 5.0548 9.5949 0.4452  -0.0004
Pt 2.8315 4.4264 1.6330  1.4389
H -11.0856 -10.3971 -2.7197  -0.0025
C -7.1987 -9.2992 -0.9895  0.1604
C -6.3870 -11.5487 -1.0184  0.1553
H 6.2657 2.8561 3.0315  0.0014
H -5.1147 -9.8419 -0.8653  0.0002
O -9.4948 -8.8699 -1.0204  0.1199
H -5.1928 -7.6068 -1.6305  0.0035
C -8.7960 -11.1790 -1.2311  -0.0039
O -0.6004 6.7139 7.1110  0.0072
H 7.3821 4.7083 1.9175  -0.0006
H 6.9228 5.5656 -0.1969  0.0002
C -8.5661 -9.7953 -1.0966  0.2487
H 3.2505 7.7579 0.8660  -0.0053
C 4.7776 4.3700 -2.5140  0.0072
C 1.2311 3.7747 3.9945  0.0205
C 6.4837 4.5786 -0.0087  0.0115
C -12.4808 -14.3804 -1.0945  0.1168
H -6.0388 -6.3000 -0.7519  -0.0001
H 6.1111 6.9934 1.6494  0.0008
H 0.2402 3.7881 7.9704  0.0002
H -5.3523 -7.6745 0.1617  0.0031
P 4.8427 4.8295 -0.7611  0.0050
Br -5.0177 -12.7827 -0.9455  0.0834
H 7.3689 3.6264 -1.7621  0.0006
C -10.1192 -11.7680 -1.4287  0.1687
C 2.5031 2.8292 -3.8245  0.0002
H 1.9705 2.0744 -3.2429  0.0002
H 0.0326 3.1460 5.6328  -0.0009
H 2.0785 4.0920 -2.1002  -0.0003

[3]
# C38H50BrN5OOsSi

A structure of composition C38H50BrN5OOsSi at a distorted geometry (ωB97M-V/def2-TZVPD, the Open Molecules 2025 dataset).

As for the highest occupied orbital energy (spin up / spin down): -13.5 / -13.4 eV. As for the spin multiplicity: 5. The energy relative to the best compared isomer or geometry (same formula, charge and spin) comes out at 34.3 kcal per mole. Its charge is +2. The value obtained for the gap between HOMO and LUMO (spin up / spin down) is 7.336 / 5.534 eV.

Each line ends with the Mulliken spin population.
Positions of all 97 atoms, in Å:
H -0.7879 1.2777 4.9780  0.0015
N 2.3398 0.7764 1.8550  0.1103
C -3.6195 1.3502 2.3902  -0.0102
H -3.5113 8.1373 3.5316  -0.0002
H 0.7611 -0.5519 -4.2769  0.0004
H 2.8462 2.6800 -1.5985  0.0125
Br 0.1261 -0.4576 -0.2528  0.1728
C -0.2307 -2.2985 -3.3693  0.0030
H 2.5547 -4.4869 -0.0187  0.0002
C -0.8392 -3.8218 -0.0185  -0.0001
C 3.4826 -3.6665 -2.6987  0.0001
H 2.6622 -0.3080 -3.0423  -0.0001
C 1.7148 0.1485 2.8717  0.1098
H 3.5622 -2.6141 -0.2003  -0.0009
H 1.7574 -1.4123 4.3439  0.0023
C -0.0818 0.5082 4.6871  -0.0060
N -1.8369 2.3430 -0.4894  0.2165
H -3.2162 3.2905 0.7218  -0.0002
H -3.6487 2.3491 2.8104  -0.0017
C -0.7976 3.7324 2.3401  0.0349
C -0.3357 2.8685 -2.1863  -0.0097
H 2.2791 3.4487 -4.0869  0.0004
H 1.2258 -2.9909 -4.8934  0.0001
H -0.9559 -4.6102 0.7308  -0.0001
H 2.9406 -0.9980 -0.5427  -0.0067
H -2.3087 -2.4132 -3.8826  0.0001
H 1.3729 -5.6076 -2.0341  -0.0002
H -0.4563 -2.9779 -5.4054  0.0003
C -3.3736 -0.1050 0.4984  -0.0262
C 0.5115 -4.0426 -0.7153  0.0040
C 3.0551 -1.2842 -3.3369  0.0027
H -3.5847 -2.2021 0.8910  0.0001
C -3.5761 -1.2070 1.3159  0.0056
C 0.4788 0.7940 3.3417  -0.0494
C -1.5340 4.9441 2.6754  -0.0223
C 3.5708 -1.3186 3.1860  -0.0078
H 4.1347 -1.1807 -3.4753  0.0001
C 0.1547 3.2482 -3.4106  0.0798
C -3.8222 0.2483 3.2116  0.0040
C 0.2057 -3.1896 -4.5615  -0.0010
H -0.3509 -5.3033 -2.3190  0.0001
C 3.5660 0.3977 1.5313  0.0152
O -0.0850 3.7400 1.1968  0.0874
Os 0.3750 1.9636 0.5552  3.0424
H 0.1158 -4.2565 -4.3441  0.0000
H -0.4397 3.5241 -4.2678  -0.0026
H -1.2063 5.8447 0.7511  0.0005
N 0.7304 2.5975 -1.3268  0.0947
H -3.9688 -1.8896 3.3124  0.0001
C 4.2321 -0.6354 2.1855  0.0254
C 2.2879 -0.9172 3.5421  0.0295
C -2.9605 7.2382 3.2881  -0.0052
H 4.0441 0.9414 0.7251  0.0022
H 5.2470 -0.8852 1.9082  -0.0005
H 3.3943 -4.4598 -1.9559  0.0000
H 4.0498 -2.1378 3.7059  0.0003
H -3.9338 2.4274 -0.6396  0.0101
H -2.4939 7.8848 1.2963  0.0000
C -3.7959 -1.0313 2.6756  -0.0011
H 4.5491 -3.4778 -2.8478  0.0002
C -3.1622 2.3691 0.1347  0.0203
C 1.5752 -4.2194 0.3756  0.0039
H 4.4924 -1.5123 -1.2116  0.0006
C -1.6841 -2.6363 -3.0137  -0.0041
H -3.2152 -0.2423 -0.5666  0.0031
H -1.8298 -3.6903 -2.7792  0.0000
C -1.6684 2.7585 -1.6858  -0.0075
H -2.0007 4.2984 4.6701  0.0002
C -3.3868 1.1793 1.0309  0.0261
H -3.2711 6.3478 5.2174  0.0001
C -0.1793 -0.8235 -3.8030  0.0076
C 0.4266 -5.3458 -1.5544  -0.0004
C 1.5643 3.2072 -3.3177  0.0822
H -0.9710 -0.6695 -4.5421  -0.0009
H -2.0481 -2.0349 -2.1770  0.0013
H 1.6740 -3.3212 0.9911  -0.0014
C -2.1155 5.0851 3.9371  -0.0085
H -1.6851 -3.8965 -0.6986  0.0000
H -2.5036 3.0548 -2.3209  0.0110
C -1.6680 5.9563 1.7230  0.0007
H 0.1696 -6.1669 -0.8796  0.0004
H 2.6327 -1.5524 -4.3040  -0.0001
H 1.2583 -5.0366 1.0289  0.0001
Si 0.9852 -2.7476 -2.0007  0.0161
C -2.3858 7.0996 2.0322  0.0026
H -0.6100 -0.4497 4.6412  0.0073
C 2.8150 -2.3438 -2.2540  0.0006
H -4.0181 0.3921 4.2666  0.0000
N -0.8348 2.6799 3.0939  0.0580
C -2.8252 6.2316 4.2389  0.0040
H -0.3619 -0.1408 -2.9731  -0.0011
N 0.0046 1.7198 2.5673  -0.0780
C 3.4786 -1.8438 -0.9651  0.0123
H 0.7082 0.4223 5.4320  0.0029
H -0.8935 -2.8670 0.5005  0.0012
C 1.8717 2.8092 -2.0436  -0.0778
H 3.0853 -4.0359 -3.6474  0.0000

- Which value of charge does entry 1 give?
  -1